114
Properties=species:S:1:pos:R:3 method="wB97M-V/def2-TZVPD" molar_mass_da=3615.9
Br -8.17 -2.14 9.82
Br -9.52 9.53 -5.99
Br -3.83 0.77 8.96
Br -4.31 -0.99 5.09
Br -6.56 2.73 0.12
Br -6.29 -5.40 -0.91
Br -4.89 0.15 11.90
Br -2.91 7.11 -2.84
Br -1.86 4.40 -4.81
Br -3.61 2.42 -6.58
Br -5.57 2.94 10.51
Br -12.54 8.42 -8.31
Br 11.86 0.97 0.53
Br 0.40 2.12 -1.46
Br -8.63 8.20 -3.25
Br -12.99 7.35 -5.35
Br -13.90 5.36 -1.43
Br -5.10 5.60 -1.06
Br -1.21 -3.19 -0.66
Br -2.06 0.08 -1.38
Br -2.75 -0.16 2.43
Br -0.40 -3.74 2.38
Br -4.68 -3.52 1.10
Br -11.59 4.84 -3.56
Br -2.54 3.14 -0.69
Br -15.51 8.06 -7.19
Br -9.03 4.33 -1.14
Br -8.41 -2.73 6.69
Br -13.14 2.38 -2.26
Br -4.23 -6.67 1.18
Br 10.67 0.30 -2.36
Br 0.93 -1.31 0.78
Br -0.97 1.36 -5.13
Br -7.35 0.10 7.70
Br -5.91 0.00 2.51
Br 9.33 2.58 -0.57
Br -6.71 10.30 -4.69
Br -7.41 2.21 -2.91
Br -5.68 6.19 -4.13
P 8.03 -3.47 -1.18
O 5.95 -7.11 2.22
O 5.77 1.29 3.43
O 5.67 -5.52 0.63
O 6.87 -3.07 2.27
N 8.89 -3.16 -2.48
N 5.88 -2.32 0.29
C 4.31 -5.86 0.37
C -4.29 1.52 10.68
C 7.71 -0.94 -0.39
C 8.79 -6.02 1.56
C 6.03 -1.88 -2.20
C -12.49 4.17 -2.00
C 4.54 -2.30 -2.22
C -7.32 3.50 -1.48
C -4.29 0.15 3.54
C -13.67 8.48 -6.76
C 3.44 -4.58 0.49
C -7.45 -1.79 8.07
C -4.65 -5.15 0.07
C 6.40 0.03 3.12
C 7.81 -6.66 0.89
C -1.83 2.86 -5.97
C -4.33 5.80 -2.83
C 7.28 0.26 1.89
C -1.29 1.68 -0.63
C 10.97 1.68 -1.04
C 7.69 -1.03 1.16
C 6.37 -6.46 1.31
C 6.75 -2.12 -0.87
C -8.53 9.77 -4.35
C 4.26 -3.79 -1.86
C 3.09 -3.94 -0.86
C -0.64 -2.41 1.01
C 6.80 -2.27 1.40
H 2.32 -4.58 -1.31
H -1.09 1.48 0.41
H -1.44 -1.75 1.32
H 8.69 -1.39 1.45
H 4.86 1.11 3.64
H -3.86 -5.05 -0.65
H -4.23 1.17 3.90
H -3.38 1.95 11.09
H -1.25 3.13 -6.84
H 11.62 2.41 -1.47
H 4.21 -2.17 -3.26
H 7.29 0.00 -0.75
H -11.76 4.13 -1.20
H 8.91 -3.45 -0.06
H 8.78 -3.92 -3.14
H 4.17 -6.25 -0.64
H 8.62 -5.05 2.03
H -9.00 10.57 -3.80
H -3.89 4.85 -3.09
H 5.61 -0.70 2.95
H 7.41 -4.73 -1.26
H 8.20 0.75 2.24
H 6.98 -0.26 4.00
H 3.95 -1.60 -1.63
H 6.77 0.92 1.18
H 2.52 -4.86 1.02
H 2.60 -2.98 -0.67
H 8.73 -1.15 -0.73
H -6.44 -2.17 8.06
H 6.06 -0.79 -2.37
H -13.66 9.49 -6.39
H 8.08 -7.30 0.06
H 9.78 -6.44 1.68
H 3.94 -4.28 -2.79
H -6.64 4.29 -1.80
H 5.17 -4.28 -1.53
H 6.53 -2.34 -3.04
H 3.92 -6.59 1.09
H 3.95 -3.89 1.16
H 5.25 -1.52 0.26

84
Properties=species:S:1:pos:R:3 method="wB97M-V/def2-TZVPD" charge=+1 molar_mass_da=708.5 smiles="C#CC[C@]1(CCCCCCCCCOC)[NH2+][C@@H](CC(N)(N)N)[C@@](CC)(N=C=S)O[C@@H]1CC[C@](F)(Br)C(F)(F)Br"
Br -4.54 -2.66 -2.64
Br -1.44 -3.47 -3.41
S 3.03 -5.12 -0.75
F -2.06 -5.48 -1.78
F -4.26 -4.78 -1.06
F -3.51 -2.95 -0.19
O -2.01 4.65 1.69
O 1.08 -2.01 -1.61
N 2.30 -0.12 -0.02
N 5.17 2.36 -2.58
N 3.40 2.82 -1.09
N 2.90 2.24 -3.35
N 3.40 -2.39 -1.16
C -2.62 -1.41 2.83
C 3.81 1.99 -2.21
C -0.10 0.49 0.02
C -3.79 0.89 2.74
C -3.55 -3.68 -1.33
C -3.44 2.04 1.78
C 2.54 -1.76 -3.44
C 3.24 -3.59 -1.00
C 0.63 -1.93 -0.27
C -3.60 -0.50 2.08
C -4.06 3.38 2.17
C 3.89 0.51 -1.77
C -0.01 -1.53 2.71
C -2.06 -4.12 -1.68
C 1.06 -0.72 1.96
C -1.27 -0.69 3.05
C 3.90 -2.26 -3.95
C -1.75 5.13 3.00
C -1.11 -3.76 -0.55
C -0.86 -2.26 -0.33
C 0.93 -0.58 0.43
C -3.38 4.53 1.41
C 2.54 -0.14 -1.50
C 0.57 2.90 0.95
C 2.40 -1.62 -1.90
C 0.29 1.83 0.47
H 1.79 -2.50 -3.71
H 2.43 2.60 -0.84
H -5.11 3.37 1.87
H -3.20 -0.36 1.07
H -0.22 0.53 -1.07
H 2.98 -0.75 0.41
H -4.82 1.01 3.08
H 1.07 0.28 2.40
H 3.36 3.78 -1.41
H -4.01 3.55 3.24
H -3.48 4.32 0.34
H -2.35 2.14 1.69
H -1.07 0.27 0.46
H 4.46 0.51 -0.84
H -2.50 -2.36 2.33
H 1.11 -2.72 0.33
H -0.16 -4.24 -0.80
H -1.21 -0.41 4.10
H -3.16 1.00 3.62
H 1.94 2.39 -3.06
H 5.18 3.36 -2.72
H -1.48 -4.26 0.35
H -3.05 -1.64 3.81
H 3.91 -3.35 -3.99
H 2.93 1.53 -4.07
H -2.40 5.98 3.24
H -0.27 -2.46 2.22
H 2.04 -1.15 2.21
H -0.72 5.47 3.02
H 0.44 -1.82 3.66
H 2.50 0.82 0.36
H -3.91 5.47 1.60
H 4.48 -0.02 -2.51
H 0.86 3.90 1.20
H 5.34 1.99 -3.52
H 4.07 -1.88 -4.96
H 1.71 0.37 -1.97
H -3.82 1.78 0.79
H 2.26 -0.81 -3.89
H -4.57 -0.99 2.00
H -1.86 4.35 3.76
H -1.25 0.26 2.51
H -1.27 -1.71 -1.19
H 4.75 -1.94 -3.34
H -1.39 -1.88 0.54

23
Properties=species:S:1:pos:R:3 method="wB97M-V/def2-TZVPD" molar_mass_da=125.2 smiles="C/C=C/NC.O.O.O"
O 2.42 3.56 0.27
O -2.89 1.50 0.21
O -1.75 -3.03 6.06
N 0.68 0.68 -2.16
C 0.54 -0.49 -1.41
C 1.14 -1.64 -1.69
C 0.90 -2.93 -0.94
C -0.36 1.68 -2.03
H -2.09 -2.26 6.51
H -0.15 -3.21 -1.04
H -3.00 2.17 -0.48
H 1.02 0.55 -3.10
H -0.79 1.61 -1.05
H -1.16 1.54 -2.78
H 3.27 3.23 0.56
H -0.06 -0.33 -0.52
H 1.45 -3.77 -1.36
H -0.94 -3.37 6.46
H 1.67 -1.66 -2.64
H -3.14 1.97 1.01
H 0.01 2.68 -2.18
H 1.13 -2.91 0.12
H 1.92 2.75 0.09

35
Properties=species:S:1:pos:R:3 method="wB97M-V/def2-TZVPD" charge=+2 molar_mass_da=182.3 smiles="C/C=C/[N@+]1(C)CC[N+](CC)=C(C)C1"
N 0.79 1.62 -0.35
N -0.03 -1.23 0.23
C 0.46 4.02 -0.38
C 0.37 1.00 -1.43
C 1.38 -1.68 0.40
C 0.41 1.31 -2.84
C -1.74 -2.63 1.43
C -0.75 -2.50 0.54
C 1.47 2.89 -0.29
C 0.57 1.03 1.01
C -2.21 -3.95 1.75
C -0.40 -0.69 -1.02
C -0.37 -0.16 1.23
H -0.09 2.23 -3.08
H -1.91 -4.06 2.90
H -2.20 -1.99 2.16
H -0.50 -3.33 -0.05
H 1.45 -2.81 0.18
H 0.06 4.22 0.61
H 1.64 -1.45 1.48
H -3.25 -4.09 1.50
H 0.15 1.96 1.50
H 1.53 1.62 -3.15
H -1.51 -0.53 -1.17
H 0.82 4.99 -0.62
H -1.59 -4.70 1.21
H -0.32 -0.45 2.22
H 2.10 -1.13 -0.21
H -0.30 3.79 -1.09
H 2.25 2.98 -1.17
H 2.02 2.94 0.58
H -1.30 0.26 1.09
H 0.01 -1.17 -1.91
H 1.49 0.77 1.46
H 0.06 0.45 -3.43

37
Properties=species:S:1:pos:R:3 method="wB97M-V/def2-TZVPD" molar_mass_da=282.8 smiles="S=C(Nc1ccccc1Cl)NC1CCCCCC1"
Cl 3.72 -0.89 1.15
S -0.41 -3.08 -0.74
N -1.04 -0.53 -0.34
N 1.21 -1.09 -0.38
C -2.90 1.65 -0.99
C 1.77 0.18 -0.40
C -0.10 -1.47 -0.48
C 1.22 1.24 -1.13
C -3.24 0.17 -1.17
C -3.01 1.58 1.58
C 2.99 2.70 -0.42
C 3.57 1.66 0.27
C -3.43 2.28 0.29
C 2.97 0.41 0.28
C -2.46 -0.83 -0.30
C -2.95 -0.97 1.15
C 1.81 2.49 -1.13
C -3.69 0.22 1.76
H -1.82 1.79 -1.05
H -2.55 -1.82 -0.77
H -3.33 2.19 -1.84
H -3.61 -1.83 1.21
H -3.09 3.32 0.32
H 0.34 1.06 -1.73
H 3.45 3.68 -0.42
H -3.28 2.22 2.41
H -3.80 0.02 2.83
H 1.37 3.29 -1.69
H -4.31 0.01 -1.01
H 4.50 1.80 0.81
H -2.08 -1.20 1.77
H -0.76 0.35 0.05
H -1.92 1.46 1.61
H -4.70 0.28 1.34
H 1.86 -1.85 -0.25
H -3.03 -0.09 -2.22
H -4.52 2.31 0.25

14
Properties=species:S:1:pos:R:3 method="wB97M-V/def2-TZVPD" charge=+1 molar_mass_da=80.2
S -2.91 -0.57 -0.49
N 0.21 0.51 0.12
C 0.96 -0.26 1.18
C 1.06 0.76 -1.08
H 1.23 -1.22 0.77
H -3.53 -1.24 0.50
H 0.44 1.23 -1.85
H 0.31 -0.39 2.05
H -2.21 -1.66 -0.82
H -0.62 -0.05 -0.12
H 1.88 1.42 -0.80
H 1.85 0.29 1.45
H -0.12 1.38 0.52
H 1.45 -0.19 -1.42

64
Properties=species:S:1:pos:R:3 method="wB97M-V/def2-TZVPD" charge=+2 molar_mass_da=622.9
Os -0.27 1.50 0.33
S -0.30 0.80 -1.78
O -0.56 -0.43 1.00
N 0.67 -1.40 -2.85
N -0.34 -1.81 -0.86
C 2.24 -3.23 -2.27
C -0.40 3.23 1.91
C -1.27 -2.64 1.17
C -1.17 1.48 3.57
C -2.29 1.83 1.30
C -2.09 -4.91 1.31
C -1.38 3.35 -0.32
C -0.70 -1.54 0.38
C 2.52 2.33 0.85
C -1.27 2.18 2.25
C -2.09 -3.50 3.27
C 0.47 4.98 0.24
C 4.37 0.88 1.34
C -1.55 -2.47 2.53
C 1.14 -0.56 -3.96
C -0.40 3.81 0.62
C 1.62 1.28 1.06
C 0.96 -2.85 -2.98
C -3.57 2.19 -0.86
C -1.54 -3.87 0.57
C 0.12 -0.46 -5.08
C 3.48 -0.15 1.62
C 0.05 -0.95 -1.79
C -2.36 -4.72 2.66
C 3.89 2.13 0.96
C -2.44 2.49 0.07
C 2.12 0.04 1.51
H -2.30 -5.86 0.84
H -1.11 2.21 4.38
H 0.52 0.12 -5.90
H 2.18 3.31 0.56
H -1.33 -1.52 3.00
H -2.97 1.02 1.55
H -2.30 -3.37 4.32
H 0.10 -3.40 -2.59
H 2.14 -3.07 -1.19
H -0.80 0.02 -4.74
H 5.44 0.72 1.44
H -1.32 -4.01 -0.48
H 4.57 2.94 0.76
H -0.28 0.85 3.61
H 2.45 -4.29 -2.43
H 1.09 4.75 -0.62
H 1.46 -0.77 1.77
H 1.10 5.30 1.07
H -4.25 1.45 -0.44
H -0.14 -1.45 -5.47
H -1.38 3.79 -1.31
H 3.09 -2.66 -2.64
H 2.07 -1.01 -4.31
H -3.21 1.86 -1.83
H 1.03 -3.04 -4.05
H 0.36 3.53 2.62
H 1.41 0.43 -3.57
H 3.86 -1.12 1.94
H -0.18 5.82 -0.03
H -2.78 -5.53 3.24
H -4.13 3.12 -1.02
H -2.05 0.85 3.75

14
Properties=species:S:1:pos:R:3 method="wB97M-V/def2-TZVPD" molar_mass_da=97.1 smiles="O=C1CN2CC[C@@H]12"
O -0.72 -1.02 2.20
N -0.57 0.35 -0.80
C 1.37 -0.53 -0.36
C -0.80 -0.62 1.07
C -1.48 0.56 0.35
C -0.10 -0.97 -0.26
C 0.80 0.90 -0.56
H -2.51 0.32 0.08
H -1.45 1.54 0.83
H 1.84 -0.92 -1.26
H 1.19 1.48 -1.40
H -0.43 -1.89 -0.75
H 2.01 -0.71 0.50
H 0.86 1.51 0.35

HOMO level per entry: -8.54 -11.86 -7.57 -17.15 -8.12 -14.07 -14.27 -9.47 eV
LUMO energy per entry: -0.60 -2.59 0.70 -7.48 0.68 -3.30 -8.55 0.92 eV